Entry from the Open Molecules 2025 dataset: a gas-phase ion, C24H32FN4O3 (charge +1) (ωB97M-V with the def2-TZVPD basis set).

```
64
Properties=species:S:1:pos:R:3:forces:R:3
F -0.16035 -9.62325 2.71060 0.0 0.1 0.0
O -0.19382 1.84791 0.68012 0.0 0.1 -0.2
O -0.30613 -1.85125 0.14363 0.0 0.2 -0.3
O -1.43986 6.00537 -4.68758 -0.2 -0.1 0.2
N 2.48230 0.84437 0.38506 -0.4 0.1 0.1
N -0.72800 -3.51386 1.59088 0.0 -0.4 -0.3
N -0.83375 0.11235 1.93870 -0.1 0.1 0.2
N 1.30864 2.51693 -1.31864 -0.5 0.1 0.2
C -1.62903 -7.82376 3.06571 0.2 -0.2 0.0
C -0.78883 -5.57674 2.85704 0.0 0.1 0.0
C 0.63136 3.42621 -2.23003 -0.2 0.4 -0.4
C 0.69134 -7.44433 2.49801 0.0 -0.2 0.0
C 1.28051 3.94828 -3.33599 -0.1 -0.2 0.3
C -0.70673 5.17078 -3.93485 0.1 -0.2 0.3
C -1.00310 -4.08608 2.89746 -0.1 0.0 0.3
C -1.83298 -6.45623 3.10964 0.1 0.1 0.0
C -0.69021 3.76798 -1.97121 0.2 -0.1 0.0
C -0.86028 6.60443 -5.82819 0.1 0.1 -0.3
C 1.53549 1.17266 -1.89665 0.2 -0.7 -0.1
C 2.50160 0.38831 -0.97765 0.1 0.0 -0.2
C 0.47118 -6.08147 2.55124 -0.1 0.0 0.1
C -0.54620 -2.22746 1.27532 -0.1 0.1 0.3
C 1.53091 0.26055 1.28995 0.2 0.0 0.0
C 2.85665 2.23748 0.53987 0.3 0.0 0.1
C 0.08976 0.78170 1.24726 0.2 -0.2 0.2
C 0.62012 4.81756 -4.18515 -0.2 0.2 -0.2
C -0.36659 -8.29906 2.75849 -0.1 0.2 0.0
C -0.63200 -1.22448 2.44324 0.2 -0.1 -0.3
C -3.09658 -0.13865 0.95947 0.2 0.1 0.1
C -2.20754 0.60222 1.95073 -0.4 0.3 -0.1
C -1.35232 4.62954 -2.81510 0.1 0.2 -0.3
C 2.55289 3.04903 -0.73174 0.5 0.2 0.5
H 2.24199 -0.66961 -1.00665 0.1 0.0 -0.1
H 1.53523 -0.80998 1.09195 0.0 0.1 0.2
H 1.14744 5.21413 -5.03689 0.0 0.1 -0.1
H -2.66868 -0.09053 -0.03861 0.0 0.0 -0.1
H -1.47412 -1.47415 3.08920 0.1 0.0 0.1
H -2.42977 -8.51765 3.26380 -0.1 -0.1 0.0
H -2.03590 -3.86923 3.19631 0.1 0.0 0.1
H 1.28763 -5.40174 2.35630 0.1 0.1 0.0
H -2.37663 4.90995 -2.63329 -0.1 0.0 0.0
H 3.93186 2.30448 0.75332 -0.1 0.2 0.0
H -2.59432 0.49896 2.96811 0.1 0.0 0.0
H 0.65528 2.33704 -0.47076 0.3 0.0 -0.4
H -1.64007 7.23118 -6.25593 0.1 0.0 0.0
H 0.28566 -1.28500 3.03646 -0.1 -0.1 0.0
H 1.66269 -7.84944 2.26451 0.1 -0.1 0.0
H 3.36490 2.96460 -1.45619 -0.1 0.0 0.0
H -2.81417 -6.07426 3.34805 -0.1 0.0 0.0
H 2.30705 3.69021 -3.54736 0.1 0.0 0.0
H 0.56892 0.67042 -1.96574 0.0 0.2 0.0
H -4.08076 0.32016 0.94133 -0.1 0.0 0.0
H -0.32806 -3.64045 3.63627 -0.1 0.0 0.0
H -0.69210 -4.16656 0.81806 0.0 0.1 0.0
H -3.21010 -1.18517 1.23241 -0.1 -0.1 0.0
H -2.17245 1.66257 1.69701 0.0 -0.2 0.2
H 2.31866 2.66334 1.38859 0.0 0.0 -0.1
H 3.52747 0.49398 -1.34478 -0.1 -0.1 -0.1
H 2.40899 4.10264 -0.48947 0.0 -0.1 -0.1
H 1.89256 0.42309 2.31346 -0.1 -0.1 0.0
H -0.55631 5.85349 -6.56266 0.0 0.0 0.0
H -0.00264 7.22727 -5.55913 0.0 0.0 0.0
H 1.95278 1.26898 -2.90056 -0.1 0.1 0.1
H -1.19148 3.36026 -1.10679 -0.1 0.0 0.1
```
Forces are in eV/Å.

Output
total charge = +1
molar mass = 443.54 g/mol
E_tot = -40222.74817 eV
orbital gap = 9.6 eV
SMILES string = CCN(CC(=O)NCc1ccc(F)cc1)C(=O)CN1CC[NH+](c2ccc(OC)cc2)CC1

Entry from the Open Molecules 2025 dataset: a molecular structure, C23H68N6O10 (ωB97M-V with the def2-TZVPD basis set).

```
107
Properties=species:S:1:pos:R:3:forces:R:3
O 0.90100 51.81500 -1.01000 -4.4 0.2 0.1
O 9.49900 47.22100 1.38700 1.1 -0.7 -0.4
O 7.24500 53.35900 1.13800 2.1 -0.5 -1.5
O 4.57300 53.86900 0.51800 -1.7 1.2 -0.4
O 2.33700 54.16500 0.70300 -3.8 2.6 0.0
O 4.17400 49.28600 7.42300 1.3 -1.6 0.5
O 4.28300 49.98900 -1.72000 -2.0 -0.8 -0.7
O 7.08600 53.48300 3.53300 1.8 -1.7 0.2
O 1.48000 48.73400 0.25000 1.2 2.0 0.0
O 3.48600 53.10200 2.20100 -0.9 -0.5 3.0
N 2.62700 50.78700 3.13000 2.2 0.7 1.1
N 6.83700 50.43300 0.83900 2.7 2.3 -10.4
N 4.78600 48.68000 3.96700 -2.6 0.6 -4.7
N 5.52300 51.14900 1.90300 -10.9 8.7 6.6
N 8.01700 49.87100 3.21500 -2.4 2.1 -6.9
N 5.27400 55.44700 5.90500 1.5 2.3 0.0
C 6.09800 49.87600 -0.27200 -0.3 -1.5 0.3
C 6.26700 47.92000 5.69900 -0.1 1.9 1.5
C 10.23500 46.10100 1.74700 0.7 -2.9 -4.0
C 8.52300 49.24600 2.02500 1.3 -3.5 2.0
C 0.47200 50.41800 2.28600 -1.6 -3.1 -4.8
C 1.56700 51.70600 0.15800 4.6 3.9 -1.8
C 6.15700 54.40300 5.42500 -3.1 -2.4 1.7
C 7.98700 54.51600 1.05200 9.1 -3.3 -9.5
C 5.72600 48.41200 0.03400 4.5 -1.4 -5.8
C 2.08700 48.18500 -0.99400 -11.2 7.3 -3.5
C 2.99800 50.52700 -2.08000 1.4 4.1 0.0
C 3.80000 50.31800 8.22200 -4.3 0.7 -1.8
C 5.38200 53.04900 5.88600 5.6 1.9 -8.2
C 4.25000 49.51200 6.06200 -1.9 2.6 0.4
C 4.84100 48.34200 5.34700 -2.4 -3.3 -0.8
C 6.29100 54.49700 3.88100 -2.1 2.4 2.9
C 8.95700 47.84800 2.47300 0.5 0.2 1.6
C 1.85400 49.79700 2.44000 -1.1 2.1 -3.1
C 8.40800 53.94800 3.23800 -2.4 2.9 2.8
C 9.72300 49.98600 1.51100 -2.3 3.2 -1.3
C 2.46500 49.47000 0.98500 1.0 -3.6 3.6
C 4.78900 50.59100 -0.60100 4.0 2.9 -1.9
C 3.48100 53.77200 1.17300 4.7 -1.1 -0.3
H 5.17600 55.28000 6.90100 -0.3 0.1 0.1
H 7.10700 51.41100 0.67600 0.1 -0.8 -0.4
H 9.73900 48.00700 3.33500 -1.0 -0.3 -1.3
H 9.69700 45.28800 2.26700 -0.4 0.6 0.0
H 6.24500 47.82900 6.81100 0.6 -0.2 -0.7
H 4.42400 53.04400 5.59600 -3.5 0.1 -1.8
H 8.21400 47.12200 2.89600 -0.2 1.2 0.0
H 1.68000 48.86300 2.91700 0.7 -0.8 0.9
H 3.34100 48.79000 1.16800 -0.6 0.3 -0.1
H 2.77000 51.79200 2.80000 -0.2 -1.6 -1.0
H 4.18000 50.54300 0.24600 -1.0 -0.5 0.0
H 4.35500 47.89000 3.30600 1.4 2.0 2.2
H 8.64900 49.94800 3.84400 5.1 0.8 5.3
H 5.02900 48.33700 0.73700 -2.0 -0.7 3.8
H 5.92600 50.30000 1.70100 0.5 -2.4 1.7
H 7.04900 54.48300 6.08000 0.5 -0.5 -1.4
H 9.40400 50.99700 0.94000 0.8 -2.2 1.4
H 6.90300 48.81000 5.40100 -0.4 -1.1 0.6
H 4.70000 51.24800 1.11500 3.0 1.1 3.6
H 3.22500 50.04300 5.80600 0.5 -2.4 -0.4
H 6.24500 51.93400 1.85600 -2.0 -1.5 0.7
H 0.93000 52.04300 0.91400 0.4 2.4 -0.5
H 1.45300 52.07000 -1.68000 1.7 1.5 -2.5
H 10.49900 50.17100 2.19000 0.6 0.8 1.8
H 8.82600 54.77500 3.88200 -0.2 -1.4 1.0
H 5.26000 54.48300 3.37000 1.3 -0.1 0.8
H 1.56200 53.89500 1.32300 2.4 0.8 -1.3
H 2.53400 52.43600 0.24800 -2.6 -2.4 -1.0
H -0.24900 49.43400 1.86800 1.5 3.2 1.1
H 3.28400 51.60200 -2.42100 -0.7 -1.4 -0.1
H 6.54300 53.78800 1.59400 -2.4 -0.9 0.3
H 1.22200 47.60500 -1.26600 0.2 -1.0 -0.7
H 10.21800 49.38000 0.86200 1.1 -1.7 -2.5
H 11.17600 46.21800 2.28100 0.1 0.8 0.1
H 10.48200 45.62500 0.64500 -0.2 0.9 2.9
H 4.47700 50.88800 8.65300 4.7 2.4 1.5
H 5.99300 56.21200 5.89500 -1.6 0.2 0.1
H 5.04500 51.26300 2.82200 -0.4 0.3 -0.6
H 3.28400 51.16900 7.56600 -0.2 -1.8 1.5
H 8.46100 54.90500 0.04600 -1.3 -1.8 0.2
H 2.86400 50.41800 0.53800 2.3 -3.8 2.2
H 2.14800 49.05500 -1.74900 0.3 -3.3 2.0
H 6.67100 47.01800 5.22500 -0.5 0.2 0.0
H 5.19300 47.91200 -0.86600 1.0 1.2 1.1
H 8.99300 53.09200 3.08900 1.2 -0.8 -0.6
H 0.60800 51.28500 1.41000 -2.6 -4.9 5.1
H 8.21200 54.70200 2.32400 -0.1 -2.5 7.5
H 6.84500 49.92300 -1.00400 0.0 -0.2 -2.4
H 7.37900 55.18800 1.15400 -6.2 8.2 1.7
H 2.46000 49.97400 -2.83700 0.7 0.2 -0.8
H 6.01100 52.26300 5.41900 -0.8 0.0 0.0
H 7.21200 49.50300 3.51400 -3.7 -1.8 1.6
H 4.05000 49.48100 3.81700 1.6 -1.6 0.1
H 2.75700 47.74400 -0.60000 9.6 -6.2 3.4
H 3.32200 49.94400 9.14200 -1.0 0.0 -0.8
H 5.37400 52.86400 6.79900 0.5 -1.0 8.6
H 5.10100 51.71400 -0.75800 -1.0 -1.5 0.0
H 2.21300 51.04300 4.00300 -0.5 -0.6 0.9
H 6.74100 55.52800 3.78100 -0.3 -0.7 -0.7
H 4.09500 47.43400 5.44500 1.4 1.4 0.7
H 8.91100 54.69600 1.69200 0.6 -0.2 -4.7
H 4.68600 50.45500 5.74500 2.0 0.1 0.5
H 7.58200 49.93300 1.16800 0.9 7.5 -0.2
H 2.23500 50.75100 -1.27900 2.0 -1.6 -1.3
H 6.75700 47.83400 0.02700 -2.3 0.6 1.0
H 7.66200 49.24200 1.14200 5.2 -11.0 2.8
H 0.18400 50.70100 3.23300 -1.1 0.8 2.0
H 2.09800 50.76800 0.23800 -5.1 2.7 -0.9
```
Forces are in eV/Å.

Output
energy above the lowest of the compared OMol25 structures with the same formula, charge and spin = 2389.6 kJ/mol
molar mass = 588.83 g/mol
E_tot = -54331.90916 eV
orbital gap = 8.1 eV

Entry from the Open Molecules 2025 dataset: 3 unconnected molecules or ions with the total composition C31H47ClI2N3O14PS (ωB97M-V with the def2-TZVPD basis set).

```
100
Properties=species:S:1:pos:R:3:forces:R:3
I 1.30447 2.84657 0.15168 -0.5 -0.9 -0.2
I 1.40051 3.94010 -3.64869 0.1 -0.8 -0.3
Cl -8.58453 1.17116 0.45259 0.8 -0.3 -0.8
S -8.33364 0.32655 -1.42918 -5.9 -1.8 -5.4
P -1.49711 -1.89335 -0.46058 0.1 -3.4 -1.4
O 2.08082 -1.41271 -0.56495 -1.8 -2.0 -2.3
O -9.36898 -0.79026 -1.54623 3.6 2.6 1.5
O -1.13502 5.05730 7.99056 0.9 -0.3 -0.1
O -2.72741 -3.94165 1.94709 0.2 -0.1 -0.4
O -1.93500 2.95341 2.03326 2.2 -4.3 1.3
O 1.12461 -0.95298 2.09351 -1.2 2.2 -3.4
O 7.54147 0.57712 -1.33846 -2.9 -0.6 -1.1
O 0.76958 -0.50390 -2.21321 -0.6 1.4 1.1
O 2.13119 1.04508 2.35468 -3.7 -2.3 -5.1
O 6.08192 0.47685 -3.22919 1.3 0.8 5.0
O -8.66639 1.32828 -2.52778 2.5 -1.8 3.8
O -1.03191 -4.61000 0.59351 -0.7 0.1 0.8
O 1.03403 4.52283 7.59888 -0.5 0.0 0.1
O 0.54557 -2.04884 -5.16391 -3.1 0.9 3.5
N -0.77550 0.72104 0.06883 -1.6 1.0 -1.0
N -2.02894 -2.94309 -1.54608 0.8 1.0 0.1
N 2.28538 -3.22139 -2.41407 -2.1 4.1 4.7
C -1.39359 -0.09136 -1.08543 -1.0 0.2 -1.6
C -2.94112 -3.89243 3.36270 -0.4 0.1 0.5
C 4.04821 0.66921 -0.56191 1.0 1.1 -0.4
C 9.43823 -0.96105 -1.84103 -0.2 0.0 0.2
C -2.86478 0.49200 -1.45417 -1.2 -0.4 1.8
C -1.38318 1.87161 2.36701 -1.1 2.2 -1.5
C -1.51543 -4.51147 1.69391 0.9 -0.2 -0.8
C -6.68742 -0.48569 -1.68370 2.3 0.5 0.5
C 7.90158 -0.83590 -1.37612 1.4 -1.2 0.3
C -0.30350 4.46656 7.34969 -0.9 0.8 0.4
C -1.12779 -0.78973 -3.69670 -0.1 -0.2 -1.0
C -0.57180 3.60609 6.14496 0.1 -0.5 -0.1
C 0.09178 2.01580 -5.62664 0.6 -1.0 0.0
C -0.49842 1.61425 -3.01228 -0.5 -0.2 -0.7
C 0.68605 1.88709 -4.11075 -1.3 0.2 -0.4
C 0.71943 0.68433 0.12127 2.8 0.1 1.3
C -2.03705 -4.95617 3.93868 0.1 -0.3 0.6
C 1.48804 -0.12289 -1.03222 2.2 0.6 -2.2
C -4.08683 -0.50015 -1.00691 -1.0 1.7 -1.0
C 2.83282 0.62003 -1.60857 0.4 -1.7 0.0
C 5.18613 1.63477 -1.24546 0.0 0.8 -0.2
C 1.98513 -2.40620 -1.55982 3.0 -1.4 -1.8
C 1.34257 0.18703 1.55550 3.2 0.3 7.2
C 1.73595 3.79456 6.58513 0.5 -0.1 -0.2
C 6.31455 0.82137 -2.03020 -0.9 0.1 -2.8
C -1.51548 0.57352 1.36743 -1.9 0.0 2.7
C -0.50680 0.09169 -2.45512 -1.1 -0.6 -0.5
C -0.86697 -4.94664 2.97842 -0.2 -0.3 0.4
C -5.43840 0.40803 -1.20690 0.5 0.5 0.5
C -0.18896 -2.00989 -4.13998 2.1 -0.9 -1.5
C 0.72076 2.83589 6.01107 0.0 -0.6 -0.4
H 2.61776 1.58614 -2.17110 0.2 -1.1 1.3
H 0.94445 2.53382 4.98765 0.2 0.0 0.0
H -4.14335 -1.39549 -1.71626 0.4 1.0 1.4
H 7.83644 -1.23808 -0.29095 0.0 0.7 -1.7
H 0.80034 2.62604 -6.30194 -1.2 -0.9 1.2
H -2.53687 -5.92935 3.89827 0.0 0.1 0.0
H -0.42162 -5.93637 2.87754 0.2 0.3 -0.2
H -5.21641 1.27261 -1.94386 -0.6 -1.5 1.0
H -1.75510 -4.76580 4.97568 -0.1 0.0 -0.1
H 2.10642 4.50387 5.83895 0.0 0.0 0.0
H -2.68387 -2.89020 3.71979 0.0 0.0 0.0
H 4.50694 -0.36437 -0.36518 -1.0 1.5 -0.3
H -3.04227 0.73123 -2.54817 0.7 -0.5 1.4
H -2.37508 -1.97120 0.68193 0.7 0.9 -0.5
H -6.56742 -0.62881 -2.82780 -0.8 0.1 2.0
H 4.64809 2.28870 -2.03946 1.1 -1.2 1.2
H -3.99262 -4.08675 3.58242 0.1 0.1 -0.3
H -1.30614 -0.38165 1.95660 0.5 1.4 -1.2
H -0.21528 -2.39162 0.00994 -0.7 1.4 0.1
H -0.55770 2.42126 -2.20371 0.5 -1.2 -1.0
H 9.67803 -2.06564 -2.08301 -0.3 1.8 0.4
H -2.67343 0.53780 1.22911 2.1 0.2 -0.5
H 0.67447 1.93206 6.62737 0.1 0.1 -0.1
H 9.70200 -0.29022 -2.74209 -0.7 -1.2 1.3
H 7.17651 -1.45756 -2.01021 1.2 1.2 0.7
H -2.15817 -1.22377 -3.45873 1.6 0.5 0.0
H 3.81152 1.15881 0.44301 0.0 -0.9 -1.4
H -0.96487 2.45231 -5.63476 1.6 -0.4 0.1
H -0.81925 1.69168 3.35804 -0.8 0.4 -1.4
H -5.62303 0.93272 -0.18669 0.0 -0.9 -1.7
H -6.62550 -1.47943 -1.10795 -0.7 1.5 -1.0
H -1.29165 -3.66985 -1.66953 -0.9 0.7 0.2
H -1.41860 2.94125 6.31728 -0.1 0.4 0.0
H -3.07243 1.47405 -0.86723 0.6 -1.4 -0.9
H -1.47692 1.72861 -3.62703 1.6 -0.2 1.2
H 10.09686 -0.61161 -0.97100 -0.9 -0.6 -1.2
H -0.16613 -2.92758 -3.42942 -0.3 1.5 -1.1
H -4.06746 -0.76330 0.10415 0.2 0.0 -1.7
H -1.03266 1.69806 -0.23624 0.6 -0.6 0.5
H 0.03739 0.95778 -6.09172 0.1 1.6 0.8
H 3.19469 -0.11484 -2.43821 -0.8 1.1 1.3
H -0.75363 4.24909 5.28011 -0.1 0.0 0.1
H 5.60318 2.39758 -0.47803 -0.4 -1.7 -1.2
H 2.58584 3.27271 7.02865 -0.1 0.2 0.1
H 1.54213 1.13269 -4.03800 -1.2 1.3 -0.1
H -1.27281 -0.13977 -4.64606 0.5 -0.9 1.7
H -0.11160 -4.20993 3.26365 0.1 -0.1 -0.2
```
Forces are in eV/Å.

Output
molar mass = 1038.03 g/mol
E_tot = -114878.39907 eV
orbital gap = 7.2 eV
SMILES string = CCOC(=O)CCC[C@]1(OC#N)O[C@](CC=O)(C[C@@H](C)I)[C@@](CCCCS(=O)(=O)Cl)([PH2]=N)[N@@H+](CC=O)[C@@]1(I)C(=O)[O-].O=C1CCCO1.O=C1CCCO1

Entry from the Open Molecules 2025 dataset: a gas-phase ion, C2H3N2OS (charge -1) (ωB97M-V with the def2-TZVPD basis set).

```
9
Properties=species:S:1:pos:R:3:forces:R:3
S 0.41495 1.52977 1.36961 0.7 0.1 0.0
O -0.35071 1.90906 -1.30084 -0.8 -1.0 -0.5
N 0.44289 1.08609 -0.74292 1.4 0.9 0.0
N -0.00631 -0.02366 1.75006 -1.4 -0.3 0.7
C 0.07450 -0.36228 -0.62007 -1.3 0.1 -0.3
C -0.35309 -0.76554 0.77389 2.3 2.0 -0.4
H -0.69466 -0.65776 -1.35477 0.1 0.4 0.0
H -0.50095 -1.76056 0.98362 -0.9 -2.4 0.4
H 0.97339 -0.95512 -0.85859 0.0 0.3 0.1
```
Forces are in eV/Å.

Output
energy above the lowest of the compared OMol25 structures with the same formula, charge and spin = 278.0 kJ/mol
total charge = -1
molar mass = 103.13 g/mol
E_tot = -17982.59951 eV
orbital gap = 6.2 eV
SMILES string = [O-]N1CC=NS1